1.
DFT (ωB97M-V/def2-TZVPD) results for a molecular structure, C24H28LuN9O4 at a distorted geometry.

Geometry as XYZ:
```
66
Properties=species:S:1:pos:R:3:forces:R:3
Lu -0.253 0.208 -0.246 0.63 2.86 2.39
O -1.028 2.213 -0.857 -0.41 -0.73 -0.38
C -0.903 3.509 -0.711 1.26 0.13 1.90
C -1.244 4.425 -1.733 0.13 -1.09 -0.44
C -0.720 5.684 -1.748 0.37 1.43 0.77
C -0.042 6.195 -0.605 -0.55 -0.25 0.52
C 0.028 5.461 0.566 -0.76 -2.74 -2.14
C -0.305 4.043 0.518 -0.39 1.96 -1.75
C -0.055 3.275 1.677 0.78 -2.07 0.48
N -0.122 1.952 1.696 -0.89 2.39 -2.95
N -0.164 1.474 2.901 -0.85 -3.75 3.88
C -0.608 0.188 2.962 2.20 2.28 -0.38
O -0.825 -0.527 1.922 -0.39 -0.34 -1.30
C -0.740 -0.439 4.304 1.47 1.86 0.84
C -0.296 0.258 5.482 -1.13 -0.62 -1.33
C -0.780 -0.181 6.693 0.66 0.22 0.36
C -1.469 -1.386 6.803 -0.57 -0.65 -0.29
C -1.647 -2.193 5.683 -0.03 0.31 0.12
C -1.261 -1.686 4.433 -0.98 -1.54 -0.20
H -1.790 4.005 -2.579 0.14 0.21 0.08
H -0.868 6.382 -2.586 0.02 -0.59 0.30
H 0.355 7.189 -0.551 -0.07 0.46 -0.41
H 0.388 5.839 1.479 0.57 0.58 0.87
H 0.310 3.753 2.613 -0.68 -0.17 -0.56
H 0.335 1.129 5.361 -0.32 0.12 0.09
H -0.570 0.420 7.571 -0.03 -0.17 0.08
H -1.921 -1.719 7.735 0.33 0.19 0.03
H -2.163 -3.158 5.788 0.37 0.45 -0.17
H -1.420 -2.259 3.511 -0.16 0.23 0.41
O 1.804 -1.001 0.074 -1.79 0.66 0.82
N 1.819 0.093 0.850 2.42 -1.61 -1.11
C 2.896 0.153 1.601 -1.56 0.52 -0.34
C 3.682 -0.979 1.867 1.20 -1.80 -0.77
N 4.295 -1.959 1.928 -0.47 0.81 0.27
C 3.188 1.375 2.225 -0.66 1.27 1.34
N 3.228 2.362 2.815 0.45 -0.12 -0.33
C -2.797 -3.438 -0.210 -0.92 -0.44 -0.43
C -1.525 -2.721 -0.072 1.27 2.69 -0.92
N -0.515 -3.262 0.591 -0.60 -0.57 -0.37
O -1.413 -1.536 -0.629 -0.61 -3.63 1.01
H -3.024 -3.538 -1.298 0.17 0.04 0.79
H -3.567 -2.756 0.205 0.25 -0.63 -0.08
H -2.789 -4.444 0.263 -0.16 0.84 -0.24
H -0.554 -4.204 0.977 -0.24 0.53 -0.19
H 0.368 -2.792 0.646 0.49 0.61 0.12
C 1.664 -2.872 -3.633 0.08 0.03 1.38
N 1.692 -1.482 -3.166 -0.24 0.32 -0.44
C 2.975 -1.104 -2.596 0.83 -0.83 0.44
C 0.628 -0.635 -3.285 0.56 1.04 1.35
N 0.451 0.419 -2.431 0.29 -2.30 -1.96
N -0.279 -0.956 -4.260 0.74 -0.32 1.01
C -1.657 -0.687 -3.979 -0.87 0.42 0.33
C 0.089 -1.078 -5.649 1.16 -0.22 0.20
H 2.058 -3.464 -2.777 0.13 0.18 -0.74
H 2.248 -3.064 -4.536 -0.05 0.10 0.07
H 0.647 -3.211 -3.723 -0.43 0.05 -0.49
H 3.749 -0.987 -3.390 -0.57 0.14 0.40
H 3.325 -1.949 -1.944 -0.32 0.80 -0.48
H 2.899 -0.236 -1.951 -0.04 0.14 -0.30
H -0.213 1.061 -2.870 0.15 0.04 0.26
H -1.845 -0.762 -2.888 0.07 -0.11 -0.78
H -2.304 -1.397 -4.517 0.24 0.14 0.16
H -1.936 0.324 -4.291 -0.21 0.07 -0.07
H 1.184 -1.276 -5.834 -1.20 0.30 0.48
H -0.210 -0.172 -6.139 0.06 0.60 -0.60
H -0.484 -1.877 -6.060 -0.33 -0.77 -0.60
```
Positions in Å, forces in eV/Å.

Calculated values
LUMO level   -0.0129 Eh
Highest occupied orbital energy   -6.3 eV
Frontier orbital gap   6.0 eV


2.
DFT (ωB97M-V/def2-TZVPD) results for a molecular structure, CH8F3NaO7S at a distorted geometry.

Geometry as XYZ:
```
21
Properties=species:S:1:pos:R:3:forces:R:3
Na 0.624 -0.965 -0.327 0.14 0.41 0.45
C -1.034 1.625 2.155 3.31 2.14 -1.43
F -1.592 0.631 1.487 -1.20 -0.46 0.44
F -1.811 2.754 2.099 0.58 -1.89 0.54
F -0.691 1.291 3.404 -1.41 -0.08 -0.16
S 0.676 1.957 1.273 1.54 2.80 0.49
O 0.399 2.449 -0.060 -1.17 -0.08 -0.36
O 1.289 3.024 2.125 -1.17 -2.87 -0.99
O 1.357 0.652 1.149 -0.77 0.14 1.26
O -0.474 -2.016 1.578 0.09 -0.29 -0.36
H 0.085 -2.255 2.318 0.26 0.05 0.22
H -1.352 -1.947 1.954 -0.24 0.18 0.03
O -0.348 -2.878 -1.565 0.28 0.35 0.01
H -0.984 -3.550 -1.322 -0.11 -0.22 0.24
H -0.745 -2.430 -2.312 -0.08 -0.15 -0.24
O -0.514 0.141 -2.218 0.20 -0.58 0.04
H -0.929 -0.476 -2.821 -0.20 0.04 -0.28
H -0.837 0.999 -2.494 0.03 0.57 0.27
O 2.363 0.221 -1.772 0.05 -0.53 0.13
H 2.979 0.607 -2.395 0.25 0.10 0.02
H 1.538 0.166 -2.254 -0.38 0.38 -0.32
```
Positions in Å, forces in eV/Å.

Calculated values
LUMO level   -0.0334 Eh
Highest occupied orbital energy   -8.6 eV
Frontier orbital gap   7.7 eV


3.
DFT (ωB97M-V/def2-TZVPD) results for a molecular structure, C27H17AuBr3N2O3PS2 at a distorted geometry.

Geometry as XYZ:
```
56
Properties=species:S:1:pos:R:3:forces:R:3
Au -0.772 0.069 1.068 0.33 0.95 0.71
Br -2.554 -4.724 1.644 0.22 0.02 -0.11
C -0.944 -4.234 0.825 -0.37 -0.37 0.17
C 0.058 -5.169 0.637 -0.07 0.03 0.03
C 1.251 -4.804 0.042 0.16 -0.31 -0.03
Br 2.585 -6.118 -0.156 -0.17 0.12 0.01
C 1.504 -3.469 -0.392 -0.16 0.40 -0.02
C 2.683 -3.016 -1.010 0.02 -0.05 0.00
C 2.819 -1.687 -1.325 -0.01 0.00 -0.03
C 1.791 -0.800 -0.989 0.07 -0.02 0.09
N 0.685 -1.215 -0.413 -0.30 -0.14 -0.02
C 0.505 -2.507 -0.152 0.58 -0.06 -0.08
C -0.796 -2.867 0.427 -0.39 0.42 0.00
O -1.697 -2.019 0.555 0.17 -0.83 -0.24
H -0.099 -6.186 0.965 0.04 -0.01 0.00
H 3.475 -3.717 -1.235 0.00 -0.01 0.03
H 3.714 -1.321 -1.807 0.00 0.00 0.01
H 1.861 0.266 -1.169 0.03 0.00 0.02
S -0.542 -1.132 3.164 -0.19 0.14 -0.24
P 1.007 0.073 3.778 0.72 0.03 -0.19
S 2.364 0.474 2.393 -0.32 -0.04 0.03
C 1.782 -0.832 5.159 -0.24 0.14 -0.03
C 1.246 -0.742 6.441 0.07 -0.09 -0.06
C 1.889 -1.363 7.501 -0.05 0.01 0.06
C 3.061 -2.073 7.282 0.01 -0.05 0.01
C 3.576 -2.188 5.999 0.00 -0.03 -0.02
C 2.938 -1.570 4.934 0.01 -0.04 0.08
C 0.329 1.585 4.523 -0.02 -0.25 -0.14
C 1.127 2.723 4.549 -0.02 0.05 0.04
C 0.632 3.893 5.103 0.03 -0.02 0.04
C -0.651 3.921 5.632 -0.02 0.07 0.02
C -1.440 2.781 5.614 -0.03 -0.02 0.05
C -0.955 1.609 5.054 0.05 0.09 0.01
H 0.335 -0.182 6.605 0.03 0.04 0.07
H 1.481 -1.283 8.500 0.00 0.00 0.00
H 3.574 -2.539 8.113 -0.02 -0.01 0.00
H 4.484 -2.753 5.829 0.00 0.01 0.00
H 3.341 -1.640 3.932 0.02 0.07 0.00
H 2.120 2.688 4.121 -0.02 0.01 -0.02
H 1.251 4.781 5.128 -0.02 0.01 -0.03
H -1.036 4.840 6.055 -0.01 -0.01 0.02
H -2.435 2.803 6.040 -0.02 0.01 -0.05
H -1.572 0.720 5.012 -0.02 0.02 -0.02
Br -1.634 7.864 0.899 0.02 -0.03 -0.02
C -0.515 6.388 0.516 -0.01 0.04 0.03
C 0.756 6.602 0.003 -0.08 -0.09 0.03
N 1.583 5.600 -0.267 0.22 0.03 -0.08
C 1.169 4.358 -0.056 -0.16 0.02 -0.02
C -0.093 4.055 0.448 0.14 0.02 -0.10
C -0.953 5.098 0.754 -0.03 -0.04 0.06
C -0.470 2.627 0.639 0.10 -0.11 -0.04
O -0.266 1.813 -0.303 -0.10 -0.02 -0.13
O -0.939 2.246 1.743 -0.13 -0.13 0.03
H 1.120 7.602 -0.200 -0.07 0.02 0.05
H 1.867 3.563 -0.293 -0.04 -0.02 0.02
H -1.938 4.901 1.154 0.01 0.02 0.04
```
Positions in Å, forces in eV/Å.

Calculated values
⟨S²⟩   2.046
LUMO level (spin up / spin down)   -0.0340 / -0.1136 Eh
Highest occupied orbital energy (spin up / spin down)   -8.0 / -8.1 eV
Multiplicity   3
Frontier orbital gap (spin up / spin down)   7.1 / 5.0 eV


4.
DFT (ωB97M-V/def2-TZVPD) results for C19H19N3O5 in the gas phase at a distorted geometry.

Geometry as XYZ:
```
46
Properties=species:S:1:pos:R:3:forces:R:3
O -4.418 1.787 -0.694 -0.05 0.19 -0.17
C -3.901 0.988 0.065 0.08 -0.12 0.18
N -4.612 0.264 0.963 -0.08 -0.30 0.16
C -6.049 0.318 1.035 -0.46 -0.21 -0.06
C -6.708 -0.956 0.461 0.45 0.13 -0.01
C -6.545 -1.050 -1.057 -0.08 -0.06 0.20
C -7.725 -0.213 -1.553 -0.02 0.02 0.14
C -8.761 -0.367 -0.429 -0.35 0.10 -0.25
O -8.101 -0.942 0.692 0.06 -0.02 0.20
C -2.427 0.757 0.092 0.24 -0.01 -0.13
C -1.852 -0.472 0.399 -0.12 0.35 -0.05
C -0.480 -0.637 0.383 0.20 -0.18 0.06
C 0.344 0.436 0.058 -0.44 -0.11 0.06
N 1.739 0.344 0.034 0.15 0.41 -0.09
C 2.526 -0.747 0.255 0.14 0.12 -0.02
O 2.122 -1.860 0.513 -0.06 -0.12 -0.03
C 3.993 -0.458 0.132 0.31 -0.07 0.05
C 4.804 -1.466 -0.386 -0.18 0.17 0.09
C 6.165 -1.274 -0.510 0.28 0.15 0.01
C 6.716 -0.068 -0.093 -1.31 -0.15 0.15
N 8.140 0.145 -0.220 0.49 0.09 -0.04
O 8.583 1.205 0.165 0.16 0.24 0.08
O 8.799 -0.747 -0.705 0.20 -0.20 -0.11
C 5.925 0.935 0.454 0.39 -0.01 -0.09
C 4.563 0.739 0.563 -0.09 -0.24 -0.12
C -0.228 1.667 -0.266 0.02 -0.11 0.04
C -1.597 1.820 -0.256 -0.10 -0.10 0.03
H -4.136 -0.379 1.574 0.08 0.16 -0.05
H -6.366 1.190 0.460 -0.02 -0.03 0.12
H -6.368 0.438 2.075 0.00 0.03 -0.10
H -6.306 -1.831 0.987 0.00 0.07 -0.07
H -6.645 -2.087 -1.377 0.04 -0.01 0.01
H -5.587 -0.661 -1.394 0.06 -0.03 -0.06
H -7.425 0.829 -1.664 -0.01 0.02 -0.05
H -8.109 -0.564 -2.508 0.00 0.04 -0.04
H -9.573 -1.046 -0.708 0.04 0.11 0.01
H -9.198 0.596 -0.142 0.01 -0.10 -0.05
H -2.471 -1.329 0.625 -0.05 -0.08 0.02
H -0.044 -1.594 0.614 0.01 -0.01 -0.01
H 2.206 1.199 -0.237 0.01 -0.25 0.03
H 4.346 -2.396 -0.686 -0.02 -0.08 -0.01
H 6.810 -2.037 -0.918 0.00 -0.01 -0.02
H 6.391 1.851 0.785 0.00 0.01 0.02
H 3.955 1.508 1.016 -0.04 0.07 0.04
H 0.406 2.501 -0.531 0.06 0.09 -0.02
H -2.050 2.764 -0.518 -0.03 0.08 -0.04
```
Positions in Å, forces in eV/Å.

Calculated values
SMILES   O=C(NC[C@@H]1CCCO1)c1ccc(NC(=O)c2ccc([N+](=O)[O-])cc2)cc1
LUMO level   -0.0379 Eh
Highest occupied orbital energy   -9.0 eV
Frontier orbital gap   8.0 eV


Energy above the lowest of the compared OMol25 structures with the same formula, charge and spin
In order: 0.374 1.038 0.701 3.023
Unit: eV